{
  "formula": "C18H38O",
  "method": "ωB97M-V/def2-TZVPD",
  "lumo_energy_ha": 0.03650,
  "homo_ev": -10.085,
  "smiles": "CCCCCCCCCCCCCCCCCCO",
  "total_charge": 0,
  "symbols": ["C", "C", "C", "C", "C", "C", "C", "C", "C", "C", "C", "C", "C", "C", "C", "C", "C", "C", "O", "H", "H", "H", "H", "H", "H", "H", "H", "H", "H", "H", "H", "H", "H", "H", "H", "H", "H", "H", "H", "H", "H", "H", "H", "H", "H", "H", "H", "H", "H", "H", "H", "H", "H", "H", "H", "H", "H"],
  "coordinates": [[-3.383747, -7.529592, -3.048116], [-2.058471, -6.838953, -3.348408], [-2.150080, -5.313306, -3.303048], [-2.402130, -4.761459, -1.901565], [-2.401446, -3.234456, -1.884852], [-2.646192, -2.682398, -0.482328], [-2.820569, -1.163239, -0.447314], [-1.604958, -0.362140, -0.916095], [-0.366983, -0.570438, -0.046444], [0.765496, 0.369004, -0.454694], [2.070163, 0.115964, 0.301964], [1.984924, 0.301749, 1.819018], [1.494187, 1.676127, 2.276074], [2.393491, 2.824149, 1.823989], [1.932222, 4.162826, 2.395533], [2.810942, 5.319451, 1.924824], [2.338948, 6.659145, 2.482035], [3.221351, 7.814844, 2.009532], [2.763950, 9.069889, 2.455376], [-3.703546, -7.335357, -2.027774], [-4.158303, -7.176244, -3.725607], [-3.285259, -8.605799, -3.172197], [-1.303846, -7.175680, -2.633724], [-1.724809, -7.137640, -4.345292], [-2.949069, -4.981477, -3.970525], [-1.212582, -4.895913, -3.679822], [-3.364357, -5.119378, -1.531488], [-1.627260, -5.130038, -1.224579], [-3.180298, -2.866816, -2.557617], [-1.441312, -2.876775, -2.260781], [-3.556304, -3.136778, -0.081423], [-1.823605, -2.975736, 0.172146], [-3.061033, -0.866043, 0.576941], [-3.674381, -0.895853, -1.075392], [-1.870446, 0.698498, -0.897186], [-1.370992, -0.617277, -1.951070], [-0.019905, -1.601217, -0.136206], [-0.635318, -0.395292, 0.996908], [0.448756, 1.403395, -0.310648], [0.960900, 0.237766, -1.522576], [2.395748, -0.909086, 0.105668], [2.839203, 0.780228, -0.097526], [2.980230, 0.128572, 2.236887], [1.322818, -0.459592, 2.236219], [1.449075, 1.675242, 3.368552], [0.479884, 1.846804, 1.911713], [3.419375, 2.627648, 2.144933], [2.392216, 2.887288, 0.734708], [1.948839, 4.116120, 3.487165], [0.899757, 4.348224, 2.089786], [2.800313, 5.360743, 0.833397], [3.842698, 5.141122, 2.237582], [2.349546, 6.623250, 3.575864], [1.311450, 6.850353, 2.165056], [3.211926, 7.874551, 0.918696], [4.258918, 7.646694, 2.336231], [2.709875, 9.054325, 3.417496]],
  "atomic_forces_ev_per_a": [[0.25, 0.01, -0.01], [-0.16, 0.14, -0.13], [0.13, -0.25, 0.27], [0.04, 0.25, -0.41], [-0.04, -0.25, 0.43], [-0.09, 0.24, -0.24], [0.12, -0.06, -0.04], [-0.10, -0.14, 0.30], [-0.04, 0.33, -0.36], [0.15, -0.30, 0.17], [-0.09, 0.10, 0.05], [-0.10, 0.07, -0.08], [0.34, -0.14, -0.11], [-0.43, 0.03, 0.27], [0.40, -0.05, -0.32], [-0.32, 0.10, 0.31], [0.33, 0.14, -0.32], [-0.02, -0.42, 0.08], [-0.16, 0.41, 0.24], [-0.11, -0.01, 0.10], [-0.13, 0.01, -0.06], [-0.08, -0.10, 0.02], [0.09, -0.02, -0.04], [0.08, -0.05, 0.04], [-0.01, 0.06, -0.09], [-0.02, 0.08, -0.05], [-0.02, -0.04, 0.10], [0.00, -0.06, 0.08], [0.00, 0.07, -0.09], [0.04, 0.06, -0.11], [0.03, -0.07, 0.06], [0.01, -0.09, 0.08], [-0.07, 0.08, 0.01], [-0.09, 0.01, 0.05], [0.04, 0.04, -0.08], [0.03, 0.07, -0.09], [0.04, -0.11, 0.10], [-0.01, -0.08, 0.12], [-0.05, 0.10, -0.06], [-0.04, 0.08, -0.04], [0.07, 0.00, -0.07], [0.09, -0.05, -0.04], [-0.01, -0.06, 0.08], [0.05, -0.08, 0.06], [-0.09, 0.04, 0.02], [-0.12, 0.04, 0.04], [0.10, -0.02, -0.05], [0.09, 0.00, -0.10], [-0.07, 0.01, 0.06], [-0.09, 0.01, 0.05], [0.06, -0.02, -0.08], [0.08, -0.04, -0.06], [-0.04, 0.02, 0.05], [-0.04, 0.03, 0.04], [0.06, -0.07, 0.05], [-0.08, -0.03, -0.12], [0.01, 0.01, -0.09]]
}